{
  "formula": "C7H20BN11O8",
  "method": "ωB97M-V with the def2-TZVPD basis set",
  "elements": ["C", "C", "N", "N", "N", "N", "C", "O", "B", "O", "O", "N", "C", "O", "O", "H", "H", "H", "H", "H", "H", "H", "H", "C", "O", "N", "N", "H", "H", "H", "H", "C", "O", "N", "N", "H", "H", "H", "H", "C", "O", "N", "N", "H", "H", "H", "H"],
  "coordinates": [[-0.259, 0.409, -0.766], [0.064, -1.169, -1.169], [-0.381, -2.172, -0.128], [0.340, -2.084, 1.052], [0.385, -1.097, 2.042], [1.204, -1.314, 3.174], [1.790, -2.677, 2.879], [2.698, -3.558, 3.629], [3.959, -2.879, 3.994], [4.152, -2.286, 5.360], [5.031, -2.846, 2.976], [1.185, -3.064, 1.548], [1.610, -4.418, 1.022], [2.772, -4.470, 0.328], [0.895, -5.684, 1.249], [-0.464, 1.089, -1.700], [0.659, 0.795, -0.136], [-1.201, 0.497, -0.042], [-0.602, -1.380, -2.138], [1.185, -1.324, -1.541], [-0.326, -3.149, -0.537], [3.449, -2.715, 5.949], [4.673, -3.292, 2.129], [0.820, -4.045, -3.681], [-0.050, -3.236, -3.400], [1.645, -3.890, -4.733], [1.031, -5.165, -2.966], [2.367, -4.545, -4.981], [1.520, -3.060, -5.298], [0.432, -5.320, -2.166], [1.742, -5.843, -3.182], [-2.173, 2.783, 1.342], [-1.978, 2.342, 0.221], [-2.715, 3.994, 1.563], [-1.865, 2.097, 2.458], [-2.884, 4.375, 2.479], [-2.961, 4.544, 0.750], [-1.456, 1.180, 2.336], [-2.019, 2.443, 3.390], [-3.288, 7.079, -1.557], [-3.889, 6.046, -1.307], [-2.222, 7.491, -0.848], [-3.639, 7.898, -2.565], [-1.715, 8.339, -1.039], [-1.925, 6.904, -0.080], [-4.437, 7.625, -3.124], [-3.157, 8.753, -2.787]],
  "atomic_forces_ev_per_a": [[0.2825, -0.8879, 1.2871], [-0.4117, 1.8906, -2.5718], [0.5315, 0.3125, -0.8463], [3.6702, -0.5188, 5.8035], [-0.0595, -0.4366, -0.2715], [0.1087, -5.5208, -5.1380], [-2.2332, 1.3575, -1.9038], [-2.4127, 3.9597, -2.2526], [2.5813, 1.1311, 0.2681], [-1.9203, -2.9593, -3.0866], [-3.9634, -0.8575, 1.3721], [2.1715, -0.3043, 3.5532], [2.7586, -8.8796, -3.7349], [-5.7993, 1.9903, 3.8709], [2.7022, 8.4173, -0.5373], [0.5750, -1.5511, 1.8542], [-1.8298, -0.4438, -1.3978], [2.1771, -0.4245, -1.9894], [1.4766, 0.0087, 2.4487], [-2.3034, 0.1901, 1.1389], [0.1043, 1.2898, 1.0579], [1.3101, 1.0410, -1.1220], [0.7436, 0.8981, 1.7821], [-0.0795, -0.1972, 0.1887], [-0.3251, 0.2915, 0.1936], [0.5684, 0.6547, -1.1970], [-0.2877, -0.7414, 0.7908], [-0.1534, 0.1256, 0.0846], [0.0776, -0.3483, 0.1964], [0.3369, -0.1028, -0.2191], [-0.1033, 0.1557, 0.1389], [-0.0224, -0.0052, -0.5476], [-0.2360, 0.3201, 0.0800], [-0.4330, 1.3314, -0.2145], [0.4917, -1.1231, 0.9128], [0.0139, -0.1252, -0.1737], [-0.1348, -0.1289, 0.1165], [-0.0880, 0.2953, 0.1278], [0.0241, -0.0705, -0.2029], [-0.3744, -0.6131, 0.0972], [0.0000, -0.1102, 0.1775], [1.0905, 0.0982, 1.0553], [-0.7195, 0.5685, -1.1497], [-0.0957, -0.1811, 0.0364], [-0.0397, 0.2660, -0.3287], [0.3223, 0.1235, 0.2031], [-0.0928, -0.1858, 0.0484]],
  "multiplicity": 1,
  "e_tot_ev": -41027.2480,
  "homo_ha": -0.3315,
  "gap_ha": 0.2889
}